No. 1
# C6H8S

The molecule C6H8S (the ωB97M-V functional and the def2-TZVPD basis, the Open Molecules 2025 dataset).

SMILES = C[C@@H]1C#CCCS1
net charge = 0
highest occupied orbital energy = -8.735 eV
orbital gap = 9.4869 eV
DFT total energy = -17182.897 eV
energy above the lowest of the compared OMol25 structures with the same formula, charge and spin = 344.8 kJ/mol

Geometry as XYZ:
```
15
Properties=species:S:1:pos:R:3:nbo_charge:R:1
C -0.22574 1.26363 -1.01048 0.0833
C -0.93265 0.27886 -1.17037 -0.1064
C 0.56388 2.10147 -0.15776 -0.4923
C 0.97226 0.97383 0.89593 -0.4784
C -1.14347 -0.83123 -0.19319 -0.2831
C -0.41842 -2.16521 -0.40233 -0.6211
S -0.45309 -0.12192 1.52729 0.0809
H 1.55698 2.35753 -0.41481 0.2390
H -0.09967 2.89912 0.10543 0.2453
H 1.73180 0.31381 0.53385 0.2142
H 1.38059 1.64078 1.66485 0.2371
H -2.13465 -1.11348 0.12788 0.2324
H 0.47903 -2.25185 0.09895 0.2189
H -0.22337 -2.31762 -1.51094 0.2155
H -1.05348 -3.02770 -0.09430 0.2147
```

=====

No. 2
# C16H16ClNO9RuS

A structure of composition C16H16ClNO9RuS (the ωB97M-V functional and the def2-TZVPD basis, the Open Molecules 2025 dataset).

net charge = -1
highest occupied orbital energy (spin up / spin down) = -5.945 / -6.059 eV
orbital gap (spin up / spin down) = 7.1525 / 7.6824 eV
DFT total energy = -62699.826 eV
multiplicity = 2
energy above the lowest of the compared OMol25 structures with the same formula, charge and spin = 0.0 kJ/mol

Geometry as XYZ:
```
45
Properties=species:S:1:pos:R:3:nbo_charge:R:1
Ru 1.39541 0.50061 -1.13414 1.2793
O 2.41531 2.66111 -0.71374 -0.9291
S 2.58731 2.69091 -2.17414 2.5528
O 3.51541 3.67591 -2.64194 -0.9542
O 2.88691 1.33181 -2.64044 -0.9515
O 1.17271 3.11971 -2.76054 -0.9111
O -0.32469 1.89941 -0.92684 -0.7787
C -1.50559 1.64651 -0.29204 -0.0471
C -2.63409 1.25431 -1.27174 -0.4043
C -2.15199 0.22211 -2.29594 -0.4609
C -1.76169 -1.09519 -1.70114 0.2737
C -2.66149 -2.16219 -1.69504 -0.2571
C -2.24389 -3.40939 -1.27364 -0.1504
C -0.93199 -3.55789 -0.85214 -0.2682
C -0.11929 -2.43679 -0.81724 0.0959
N -0.53069 -1.24149 -1.21544 -0.4548
H 0.47921 2.76671 -2.16424 0.5272
H -1.82309 2.55981 0.25346 0.1563
H -1.38969 0.83971 0.45716 0.1619
H -2.95309 2.14381 -1.81794 0.1991
H -3.48089 0.86161 -0.70264 0.1894
H -1.27249 0.62481 -2.80674 0.2698
H -2.94839 0.05471 -3.02384 0.2074
H -3.67019 -2.00359 -2.04534 0.2123
H -2.92129 -4.25299 -1.28104 0.2091
H -0.54209 -4.51759 -0.55014 0.2172
H 0.90591 -2.48539 -0.46874 0.2242
C 1.62291 -0.27799 0.78196 -0.2757
C 1.39891 -0.11079 1.97566 -0.0142
C 1.17561 0.11881 3.35356 -0.1483
C 1.44961 -0.85459 4.31876 -0.1766
C 1.25451 -0.58059 5.65926 -0.2182
C 0.78001 0.65921 6.05996 -0.2305
C 0.49011 1.62491 5.10696 -0.2007
C 0.68051 1.36131 3.76556 -0.1836
H 1.81901 -1.81929 4.00216 0.2151
H 1.47931 -1.33549 6.40106 0.2056
H 0.64471 0.87501 7.11056 0.2042
H 0.11991 2.59151 5.41866 0.2071
H 0.46291 2.10391 3.01306 0.2293
O 0.66811 -0.01279 -3.48324 -0.8681
Cl 1.44481 -1.19789 -3.69444 2.5960
O 0.53421 -2.29299 -3.86074 -0.8704
O 2.25011 -1.07589 -4.84424 -0.8165
O 2.23331 -1.46739 -2.52844 -0.8629
```

=====

No. 3
# C17H13BrCl3CrGeN4O2

A structure of composition C17H13BrCl3CrGeN4O2 (the ωB97M-V functional and the def2-TZVPD basis, the Open Molecules 2025 dataset).

net charge = 0
highest occupied orbital energy (spin up / spin down) = -6.640 / -8.680 eV
orbital gap (spin up / spin down) = 6.2532 / 5.8429 eV
DFT total energy = -220446.773 eV
multiplicity = 6
energy above the lowest of the compared OMol25 structures with the same formula, charge and spin = 24.1 kJ/mol

Geometry as XYZ:
```
42
Properties=species:S:1:pos:R:3:nbo_charge:R:1
Cr 0.56466 -0.25666 0.15048 1.1613
Br -1.91606 -2.68052 -6.39841 0.0543
C -1.37809 -1.67604 -4.88493 -0.0977
C -2.09348 -0.54676 -4.52686 -0.2225
C -1.70169 0.18579 -3.41812 -0.2510
C -0.58705 -0.20197 -2.67405 0.2119
C 0.11721 -1.34669 -3.04584 -0.2334
C -0.27784 -2.08369 -4.14872 -0.2066
N -0.17512 0.51562 -1.53829 -0.5987
C -0.24885 1.84941 -1.50966 0.0043
C 0.19642 2.51015 -0.35141 0.1904
C 0.25180 3.91080 -0.18569 -0.2181
C 0.79041 4.43245 0.95662 -0.1572
C 1.29890 3.57033 1.94993 -0.2803
C 1.21784 2.21890 1.74797 0.0599
N 0.65216 1.68836 0.64597 -0.5627
H -2.95981 -0.24805 -5.10055 0.2296
H -2.28365 1.04626 -3.11399 0.2197
H 0.99022 -1.64586 -2.47949 0.2339
H 0.27458 -2.96599 -4.44018 0.2311
H -0.57679 2.41095 -2.37657 0.2062
H -0.12566 4.54751 -0.97433 0.2247
H 0.83498 5.50418 1.09619 0.2241
H 1.74738 3.95354 2.85404 0.2317
H 1.59964 1.50790 2.47092 0.2278
Cl -2.04047 -0.11709 1.03955 -0.3795
Ge -1.60685 0.91914 2.96376 1.1954
Cl -2.34134 2.92674 2.63421 -0.3902
Cl -2.92271 -0.02796 4.38032 -0.3851
O 0.36417 -2.33470 0.08578 -0.6098
C 0.55243 -2.39239 1.32222 0.6977
C 0.56366 -3.57982 2.24015 -0.5062
C 0.68931 -2.91075 3.61578 -0.5069
C 0.64719 -1.41522 3.31410 0.7140
O 0.48833 -0.52081 4.12240 -0.5833
N 0.73131 -1.22858 1.95863 -0.6876
H 1.40052 -4.22780 1.98106 0.2570
H -0.35270 -4.15550 2.11358 0.2533
H 1.62631 -3.14384 4.12039 0.2508
H -0.12338 -3.15408 4.29787 0.2487
N 3.61721 -0.45439 -0.57826 -0.3915
C 2.49488 -0.38284 -0.31656 -0.0596
```

=====

No. 4
# C15H10N2O2S2

The molecule C15H10N2O2S2 (the ωB97M-V functional and the def2-TZVPD basis, the Open Molecules 2025 dataset).

SMILES = O=C(Nc1nccs1)c1cc2c(s1)-c1ccccc1OC2
net charge = 0
highest occupied orbital energy = -8.162 eV
orbital gap = 7.7925 eV
DFT total energy = -44463.148 eV

Geometry as XYZ:
```
31
Properties=species:S:1:pos:R:3:nbo_charge:R:1
O -1.02066 3.31248 2.46873 -0.5633
C -0.43718 2.25168 2.42368 0.6526
N 0.28338 1.81683 3.52217 -0.6265
C 1.32266 0.93342 3.61821 0.2363
N 1.77689 0.54079 4.75750 -0.4745
C 2.86158 -0.25943 4.62018 -0.0429
C 3.26407 -0.48379 3.34705 -0.4578
S 2.23959 0.34740 2.23145 0.3739
H 4.07723 -1.08024 2.98903 0.2419
H 3.32079 -0.65859 5.50544 0.2140
H 0.12740 2.36063 4.36501 0.4312
C -0.50032 1.34162 1.28104 -0.3393
C -0.64174 -0.02630 1.28379 -0.1811
C -0.81221 -0.54781 -0.00362 -0.1068
C -0.80809 0.42297 -0.97918 -0.1905
C -0.90580 0.07655 -2.37222 -0.0982
C -1.03921 1.00532 -3.39979 -0.1774
C -1.06917 0.59225 -4.71670 -0.2385
C -0.95333 -0.75685 -5.01795 -0.1825
C -0.82466 -1.69482 -4.00961 -0.2574
C -0.81226 -1.29347 -2.67963 0.3214
O -0.64518 -2.25601 -1.73308 -0.4798
C -1.02866 -1.97654 -0.39497 -0.0669
H -2.09451 -2.23760 -0.26883 0.1815
H -0.43567 -2.65154 0.22937 0.2041
H -0.73213 -2.74606 -4.23168 0.2268
H -0.96798 -1.08311 -6.04677 0.2169
H -1.17516 1.31774 -5.50817 0.2173
H -1.11385 2.05183 -3.14306 0.2135
S -0.61240 2.00230 -0.31713 0.5161
H -0.64342 -0.62165 2.17977 0.2357
```

=====

No. 5
# C24H34N4O4S

The molecule C24H34N4O4S (the ωB97M-V functional and the def2-TZVPD basis, the Open Molecules 2025 dataset).

SMILES = CN(C1CCCCC1)S(=O)(=O)c1ccc2c(c1)c(=O)c(C(=O)NCCN1CCCC1)cn2C
net charge = 0
highest occupied orbital energy = -8.275 eV
orbital gap = 8.1312 eV
DFT total energy = -50426.654 eV
energy above the lowest of the compared OMol25 structures with the same formula, charge and spin = 0.0 kJ/mol

Geometry as XYZ:
```
67
Properties=species:S:1:pos:R:3:nbo_charge:R:1
C 0.17735 -3.87701 -1.96350 -0.4308
N 0.27504 -4.50324 -0.66973 -0.6742
S 1.43787 -3.89836 0.34537 2.3423
O 1.55240 -4.79226 1.46107 -0.9448
O 2.60051 -3.61838 -0.44036 -0.9327
C 0.77160 -2.34659 0.95975 -0.3551
C 0.74230 -1.23808 0.15295 -0.1412
C 0.16423 -0.04789 0.60430 -0.0998
C -0.36630 0.01187 1.90850 0.1812
C -0.31856 -1.13495 2.71783 -0.2489
C 0.23760 -2.29974 2.24146 -0.1649
H 0.28627 -3.18922 2.84923 0.2495
H -0.71431 -1.11573 3.71958 0.2235
N -0.91242 1.19165 2.35914 -0.3509
C -0.92401 2.26653 1.54868 0.1450
C -0.45464 2.29428 0.27197 -0.3134
C 0.12425 1.10373 -0.31416 0.5089
O 0.54583 1.01125 -1.46568 -0.6239
C -0.56018 3.61219 -0.43366 0.6810
O -1.00529 4.59474 0.14321 -0.6740
N -0.17407 3.59664 -1.71672 -0.6037
C -0.03420 4.79850 -2.49495 -0.2335
H -0.54845 5.59583 -1.95489 0.2286
H -0.51001 4.65948 -3.47119 0.1983
C 1.44436 5.15228 -2.69898 -0.2123
N 2.13276 5.25416 -1.43776 -0.4423
C 3.57719 5.30714 -1.53933 -0.2122
C 3.99232 5.64927 -0.11453 -0.4025
H 3.92467 4.75417 0.50305 0.2041
C 2.93037 6.66935 0.31225 -0.4117
H 3.29264 7.68598 0.15726 0.2022
H 2.66996 6.56171 1.36344 0.2101
C 1.73104 6.38205 -0.60616 -0.2400
H 1.49854 7.26683 -1.22243 0.1592
H 0.83582 6.11295 -0.04285 0.2269
H 5.00499 6.04378 -0.05444 0.2083
H 3.91835 6.09072 -2.24088 0.1525
H 3.96499 4.34445 -1.87823 0.2010
H 1.50546 6.08679 -3.29124 0.1654
H 1.92317 4.35296 -3.27281 0.1946
H 0.26505 2.74460 -2.05780 0.4346
H -1.34541 3.18133 1.94530 0.2442
C -1.45816 1.29330 3.69303 -0.4028
H -1.83185 2.30256 3.84896 0.2262
H -0.68956 1.08679 4.44022 0.2111
H -2.28375 0.59143 3.82569 0.2099
H 1.17553 -1.25690 -0.83473 0.2607
C -0.90669 -5.05569 -0.04052 -0.0559
C -2.08990 -4.08532 0.03817 -0.4229
C -3.22037 -4.72389 0.84144 -0.3929
C -3.66140 -6.03345 0.19389 -0.3960
C -2.48222 -6.99405 0.06867 -0.3939
C -1.34932 -6.35130 -0.72653 -0.4058
H -1.69539 -6.13314 -1.73868 0.1931
H -0.49724 -7.02805 -0.79412 0.2222
H -2.11933 -7.25613 1.06446 0.1973
H -2.80361 -7.91347 -0.42430 0.2113
H -4.45323 -6.49255 0.78882 0.2092
H -4.06712 -5.82622 -0.79896 0.1936
H -4.06600 -4.03514 0.90125 0.2091
H -2.87386 -4.92021 1.85846 0.1941
H -1.77704 -3.14785 0.50465 0.2125
H -2.44795 -3.86223 -0.96905 0.1991
H -0.57817 -5.30286 0.97361 0.2311
H -0.22806 -4.58479 -2.68554 0.2104
H 1.18962 -3.61203 -2.25909 0.2448
H -0.44403 -2.97457 -1.95188 0.1859
```

=====

No. 6
# ClHNO3P

The molecule ClHNO3P (the ωB97M-V functional and the def2-TZVPD basis, the Open Molecules 2025 dataset).

SMILES = [O-]P12(Cl)O[NH+]1O2
net charge = 0
highest occupied orbital energy = -10.808 eV
orbital gap = 11.1947 eV
DFT total energy = -29458.626 eV
energy above the lowest of the compared OMol25 structures with the same formula, charge and spin = 14.5 kJ/mol

Geometry as XYZ:
```
7
Properties=species:S:1:pos:R:3:nbo_charge:R:1
N 0.20564 0.12919 0.00120 -0.0131
O 2.59320 -1.84380 0.07873 -1.0062
O 1.12255 0.03772 1.05129 -0.6285
O 1.22303 0.10049 -1.06904 -0.6631
P 2.30778 -0.38331 0.02504 2.1630
Cl 3.82117 0.89286 -0.03395 -0.1921
H -0.30230 -0.84757 -0.20440 0.3401
```

=====

The following M values (in g mol⁻¹) correspond, in order, to the records above: 112.197; 534.892; 616.186; 314.391; 474.627; 129.439.